Entry from the Open Molecules 2025 dataset: a structure of composition C31H31AsBrCl3CrIN5O7S (ωB97M-V/def2-TZVPD).

Element x y z (Å)
Cr1 -0.4868 0.6000 -0.0888
C1 -4.5192 1.6790 1.0818
C2 -3.2285 1.3335 0.4115
N1 -2.1184 1.2577 1.0487
O1 -2.1746 1.4919 2.4004
C3 -3.1814 1.0844 -1.0214
C4 -4.3819 1.1974 -1.9056
N2 -1.9977 0.7948 -1.5003
O2 -1.8293 0.5965 -2.7506
H1 -4.3274 2.1800 2.0262
H2 -5.0842 0.7658 1.2855
H3 -5.1265 2.3114 0.4358
H4 -1.2466 1.7777 2.6172
H5 -4.6006 2.2375 -2.1725
H6 -5.2683 0.7793 -1.4251
H7 -4.1868 0.6548 -2.8271
O3 0.2806 2.2030 2.8484
C5 1.0793 1.3289 2.5045
N3 2.2258 1.0672 3.1979
C6 2.9326 -0.0679 2.6712
C7 2.0150 -0.3834 1.4376
O4 2.2666 -1.2841 0.6742
N4 0.9597 0.4873 1.4297
C8 2.9001 -1.2863 3.5810
C9 2.1693 -1.3072 4.7598
C10 2.1301 -2.4527 5.5470
C11 2.8127 -3.5916 5.1550
C12 3.5323 -3.5819 3.9653
C13 3.5768 -2.4399 3.1847
C14 4.3481 0.3178 2.2544
C15 5.3970 0.2082 3.1637
C16 6.6729 0.6390 2.8269
C17 6.9118 1.1784 1.5703
C18 5.8678 1.2893 0.6631
C19 4.5893 0.8672 1.0006
H8 2.4718 1.5875 4.0198
H9 1.6086 -0.4302 5.0570
H10 1.5499 -2.4538 6.4617
H11 2.7740 -4.4875 5.7624
H12 4.0527 -4.4731 3.6370
H13 4.1189 -2.4383 2.2486
H14 5.2176 -0.2296 4.1389
H15 7.4799 0.5457 3.5440
H16 7.9079 1.5080 1.2998
H17 6.0384 1.7027 -0.3234
H18 3.7949 0.9612 0.2692
C20 -1.8548 3.8730 -3.0662
As1 -0.0911 3.5177 -2.4062
C21 0.7137 2.3702 -3.7230
C22 0.8827 5.1636 -2.5514
S1 0.0213 2.9546 -0.3462
H19 -1.7135 4.4228 -4.0025
H20 -2.3960 4.4841 -2.3470
H21 -2.3516 2.9200 -3.2360
H22 0.5905 2.9128 -4.6625
H23 0.1808 1.4215 -3.7222
H24 1.7613 2.2258 -3.4727
H25 0.6815 5.6316 -3.5220
H26 1.9347 4.8850 -2.4708
H27 0.6213 5.8016 -1.7098
O5 -1.8679 -3.4567 0.7724
C23 -1.4704 -2.3416 0.5577
N5 -1.1048 -1.2443 0.3414
Cl1 1.5725 -2.2216 -3.1514
C24 2.4860 -0.8842 -2.6669
Cl2 -0.4045 5.9964 -5.7862
Cl3 4.1126 -0.8157 -3.1611
C25 1.9376 0.1586 -1.7600
O6 2.6687 1.0827 -1.4171
O7 0.7091 -0.0423 -1.4748
Br1 -5.4440 -2.9780 -5.0225
C26 -5.3596 -3.9257 -3.3829
C27 -6.3806 -4.8268 -3.1113
C28 -6.3753 -5.5403 -1.9257
C29 -5.3460 -5.3525 -1.0121
C30 -4.3295 -4.4549 -1.2883
C31 -4.3202 -3.7246 -2.4832
I1 -2.7768 -2.3559 -2.7442
H28 -7.1758 -4.9591 -3.8325
H29 -7.1776 -6.2373 -1.7174
H30 -5.3367 -5.9000 -0.0783
H31 -3.5215 -4.2858 -0.5830

## Properties
Largest force on an atom   0.311 eV/A
Spin multiplicity   5
Charge   -2
LUMO energy   3.6 eV
Frontier orbital gap   0.248 Eh
HOMO energy   -0.1159 Eh
⟨S²⟩   6.0353

Mulliken atomic charge list, values in e, 4 entries:
1 Cr -0.30
2 C -1.86
3 C 0.24
4 N 1.02

***

Entry from the Open Molecules 2025 dataset: a structure of composition C31H31AsN2Se2SnTe at a distorted geometry (ωB97M-V/def2-TZVPD).

Element x y z (Å)
Sn1 0.2939 -1.0288 -0.6251
Se1 -0.4065 2.4176 1.4280
Se2 1.6046 1.3609 1.5391
C1 1.2551 -0.3681 2.3183
C2 1.8364 -0.5704 3.5769
C3 1.5903 -1.8313 4.1257
C4 0.6990 -2.6977 3.5058
C5 0.2121 -2.4302 2.2851
N1 0.5398 -1.2706 1.6593
C6 -0.5260 2.2893 -0.4973
C7 -0.9119 3.3926 -1.1581
C8 -1.0478 3.3692 -2.5455
C9 -0.5447 2.2571 -3.2062
C10 -0.0506 1.2056 -2.5295
N2 -0.1039 1.2003 -1.1470
H1 2.4673 0.2040 4.0292
H2 2.0563 -2.2350 5.0297
H3 0.5109 -3.7250 3.9092
H4 -0.4529 -3.0707 1.7091
H5 -1.1369 4.3412 -0.7305
H6 -1.4095 4.3063 -3.0174
H7 -0.4621 2.1972 -4.3079
H8 0.6656 0.5158 -3.0276
Te1 4.1019 -1.8659 -0.8400
C11 5.2489 -0.6152 0.5234
C12 4.8546 -0.7168 1.8157
C13 5.4203 0.1238 2.7945
C14 6.3124 1.1026 2.4725
C15 6.7051 1.2737 1.1362
C16 6.1730 0.3215 0.1229
C17 3.5046 -0.2597 -2.0121
C18 3.4074 1.0617 -1.4781
C19 3.3074 2.1898 -2.3557
C20 3.2047 1.9970 -3.7064
C21 3.2763 0.6469 -4.1754
C22 3.4559 -0.4757 -3.3616
H9 4.2249 -1.5192 2.1214
H10 5.0490 -0.0083 3.7952
H11 6.7683 1.7309 3.2383
H12 7.3139 2.0710 0.8077
H13 6.5055 0.3234 -0.8654
H14 3.7489 1.2245 -0.4931
H15 3.3740 3.1541 -1.8681
H16 3.1495 2.8331 -4.4259
H17 3.3130 0.5996 -5.2296
H18 3.4234 -1.4529 -3.7776
C23 -2.8298 -0.7631 1.9509
As1 -2.4978 -1.1708 0.0910
C24 -3.5066 -2.8092 0.2658
C25 -3.6999 0.1186 -0.7366
C26 -5.1462 -0.3038 -0.5772
C27 -5.8519 0.0401 0.5789
C28 -7.1369 -0.4171 0.7369
C29 -7.7780 -1.2164 -0.2701
C30 -7.0432 -1.4837 -1.4520
C31 -5.7107 -1.0805 -1.5262
H19 -2.2351 -1.4312 2.6140
H20 -3.8768 -0.9777 2.1728
H21 -2.5786 0.2159 2.3081
H22 -4.4153 -2.5757 0.8073
H23 -3.0121 -3.5091 0.8753
H24 -3.7525 -3.1677 -0.7361
H25 -3.2598 0.1969 -1.7372
H26 -3.4948 1.0975 -0.2292
H27 -5.5355 0.7328 1.3530
H28 -7.6808 -0.1602 1.6499
H29 -8.8325 -1.4577 -0.1060
H30 -7.5196 -2.1646 -2.1649
H31 -5.1270 -1.2825 -2.4303

## Properties
Largest force on an atom   4.029 eV/A
Spin multiplicity   1
Charge   +2
LUMO energy   -6.4 eV
Frontier orbital gap   0.230 Eh
HOMO energy   -0.4635 Eh

Mulliken atomic charge list, values in e, 4 entries:
1 Sn 0.52
2 Se -0.01
3 Se 0.25
4 C 0.24

***

Entry from the Open Molecules 2025 dataset: a structure of composition C31H31AsN3O9S2Tl (ωB97M-V/def2-TZVPD).

Element x y z (Å)
Tl1 -0.7033 -0.1027 0.4540
C1 -2.7575 3.1250 2.7851
C2 -2.7003 1.6675 2.3972
O1 -1.6773 1.0342 2.6688
C3 -3.8465 1.0530 1.7269
C4 -5.0913 1.7117 1.7597
C5 -6.2204 1.1689 1.1997
C6 -6.1181 -0.0675 0.5503
C7 -4.9163 -0.7241 0.4725
C8 -3.7425 -0.1954 1.0584
O2 -2.6456 -0.9016 0.9335
H1 -1.7575 3.4383 3.0730
H2 -3.4351 3.2722 3.6288
H3 -3.1187 3.7358 1.9588
H4 -5.1625 2.6667 2.2632
H5 -7.1688 1.6842 1.2588
H6 -6.9954 -0.5111 0.0951
H7 -4.8219 -1.6719 -0.0410
C9 6.2946 -2.9248 -2.0559
C10 4.8997 -3.0717 -1.5164
C11 4.5683 -2.6199 -0.2444
C12 3.2750 -2.7357 0.2420
C13 2.2978 -3.3226 -0.5448
C14 2.6095 -3.7875 -1.8158
C15 3.9006 -3.6546 -2.2939
S1 0.6519 -3.5140 0.0905
O3 0.1384 -4.7392 -0.4635
O4 0.7598 -3.3897 1.5278
N1 -0.1966 -2.2485 -0.3922
C16 -0.7475 -2.0892 -1.6352
C17 -0.8109 -2.9922 -2.7054
C18 -1.3729 -2.5577 -3.8871
C19 -1.8772 -1.2642 -4.0096
C20 -1.8156 -0.4501 -2.8986
N2 -1.2833 -0.8628 -1.7526
H8 6.9612 -2.4867 -1.3144
H9 6.3021 -2.2820 -2.9380
H10 6.7060 -3.8908 -2.3526
H11 5.3322 -2.1642 0.3745
H12 3.0184 -2.3749 1.2274
H13 1.8552 -4.2783 -2.4155
H14 4.1415 -4.0203 -3.2852
H15 -0.4495 -4.0020 -2.5865
H16 -1.4259 -3.2393 -4.7269
H17 -2.3151 -0.9064 -4.9294
H18 -2.2131 0.5581 -2.9023
O5 -1.0760 2.0407 -0.0639
C21 -0.0632 2.2392 -0.8232
O6 0.7575 1.3494 -1.0869
C22 0.0939 3.6089 -1.4064
C23 -0.8755 4.5845 -1.2052
C24 -0.7270 5.8469 -1.7598
C25 0.3958 6.1464 -2.5151
C26 1.3439 5.1559 -2.7024
C27 1.2206 3.8893 -2.1672
N3 2.5384 5.4679 -3.5122
O7 3.2959 4.5575 -3.7723
O8 2.6903 6.6200 -3.8667
H19 -1.7444 4.3358 -0.6114
H20 -1.4866 6.6008 -1.6041
H21 0.5464 7.1201 -2.9563
H22 1.9798 3.1389 -2.3322
C28 -0.9977 -2.0636 3.5715
As1 0.6510 -1.0871 3.6707
C29 2.0190 -2.3462 4.1559
C30 0.5015 0.1341 5.1501
S2 1.3425 0.0044 1.9539
H23 -1.2957 -2.2441 4.6054
H24 -0.8219 -2.9921 3.0381
H25 -1.7463 -1.4672 3.0592
H26 1.8274 -2.6977 5.1692
H27 2.9829 -1.8417 4.1137
H28 1.9956 -3.1708 3.4487
H29 0.3743 -0.4272 6.0755
H30 -0.3548 0.7761 4.9642
H31 1.4062 0.7368 5.1972
O9 3.3812 -0.0645 -2.1162
C31 3.5199 0.9762 -1.7109

## Properties
Largest force on an atom   0.449 eV/A
Spin multiplicity   1
LUMO energy   -0.3 eV
Frontier orbital gap   0.287 Eh
HOMO energy   -0.2982 Eh

Mulliken atomic charge list, values in e, 4 entries:
1 Tl 1.31
2 C -2.05
3 C 0.94
4 O -0.43

***

Entry from the Open Molecules 2025 dataset: a structure of composition C31H31Br2CsN4O3 (ωB97M-V/def2-TZVPD).

Element x y z (Å)
Cs1 0.6644 0.9358 0.8288
C1 -0.6536 -4.3500 -0.2836
N1 -0.5252 -3.0217 0.2689
C2 -0.4724 -2.0173 -0.8015
C3 0.9287 -1.9342 -1.4201
C4 1.0528 -0.9685 -2.6031
N2 1.1805 0.4363 -2.2131
C5 2.0277 1.1167 -2.8750
C6 2.3274 2.5550 -2.8164
C7 2.9919 3.0714 -3.9359
C8 3.2832 4.4092 -4.0924
C9 2.8892 5.2886 -3.0610
C10 2.2671 4.8237 -1.9355
C11 1.9817 3.4219 -1.7211
O1 1.4850 3.0345 -0.6291
C12 -1.5205 -2.7866 1.3100
C13 -1.1327 -1.6794 2.2959
C14 0.1929 -2.0177 2.9791
N3 0.7822 -0.8688 3.6832
C15 2.0470 -0.8189 3.7590
C16 3.0434 -1.8199 3.2584
C17 3.5435 -2.7924 4.1079
C18 4.4629 -3.7466 3.6779
C19 4.8721 -3.6966 2.3429
C20 4.3907 -2.7348 1.4781
C21 3.4565 -1.7312 1.8885
O2 2.9874 -0.8553 1.0958
H1 -1.6316 -4.5044 -0.7816
H2 -0.5516 -5.0957 0.5071
H3 0.1271 -4.5412 -1.0191
H4 -0.7805 -1.0446 -0.4198
H5 -1.2090 -2.2874 -1.5819
H6 1.1948 -2.9298 -1.7877
H7 1.6626 -1.6820 -0.6478
H8 0.1614 -1.0675 -3.2388
H9 1.9046 -1.2720 -3.2298
H10 2.6225 0.6015 -3.6514
H11 3.2742 2.3731 -4.7213
H12 3.7903 4.7730 -4.9770
H13 3.0933 6.3504 -3.1691
H14 1.9701 5.4856 -1.1302
H15 -1.6224 -3.7243 1.8668
H16 -2.5136 -2.5705 0.8766
H17 -1.9439 -1.5722 3.0195
H18 -1.0931 -0.7381 1.7560
H19 0.8828 -2.4194 2.2336
H20 0.0139 -2.8126 3.7129
H21 2.4584 0.0670 4.2535
H22 3.1943 -2.8110 5.1379
H23 4.8375 -4.5016 4.3578
H24 5.5818 -4.4340 1.9770
H25 4.7152 -2.7104 0.4430
C22 -1.8943 1.6533 -2.9105
C23 -2.9753 1.9017 -1.8962
C24 -4.3020 2.2024 -2.2710
C25 -5.2453 2.3907 -1.3068
C26 -4.9038 2.3003 0.0602
C27 -5.8136 2.4757 1.1251
Br1 -7.6682 2.8555 0.7800
C28 -5.4036 2.3743 2.4268
C29 -4.0714 2.1052 2.7143
Br2 -3.5587 1.9761 4.5460
C30 -3.0416 1.9205 1.7442
O3 -1.8538 1.7070 2.0487
C31 -3.5399 2.0126 0.3529
N4 -2.6351 1.8130 -0.6339
H26 -2.1592 2.0646 -3.8867
H27 -1.7249 0.5793 -3.0267
H28 -0.9523 2.0814 -2.5709
H29 -4.5716 2.2805 -3.3182
H30 -6.2673 2.6166 -1.5846
H31 -6.1107 2.5041 3.2347

## Properties
Largest force on an atom   0.589 eV/A
Spin multiplicity   1
Charge   -2
LUMO energy   3.8 eV
Frontier orbital gap   0.214 Eh
HOMO energy   -0.0742 Eh

Mulliken atomic charge list, values in e, 4 entries:
1 Cs 1.71
2 C -1.23
3 N 0.69
4 C 0.21

***

Entry from the Open Molecules 2025 dataset: a structure of composition C31H31HgN9O5S3 at a distorted geometry (ωB97M-V/def2-TZVPD).

Element x y z (Å)
Hg1 1.2903 0.2567 -0.1008
N1 -0.3860 -1.6900 2.7888
C1 0.6062 -0.8284 3.1194
N2 1.1057 0.0587 2.2647
C2 2.0706 0.8355 2.8909
C3 2.2987 0.4811 4.1866
S1 1.4311 -0.8642 4.7148
C4 2.7561 1.9225 2.1929
C5 3.4448 2.9657 2.7396
S2 4.5463 3.7649 1.5821
C6 3.9561 2.5470 0.3957
N3 2.9242 1.7980 0.8234
N4 4.5309 2.5293 -0.8407
H1 -0.9287 -1.4331 1.9202
H2 -0.7647 -2.3090 3.5011
H3 3.0379 0.9901 4.8259
H4 3.4185 3.4024 3.7724
H5 5.1566 3.3019 -1.1000
H6 4.3072 1.8088 -1.5052
C7 -5.4545 -0.8389 0.1871
C8 -4.4624 -1.0360 -0.9072
N5 -3.6222 -2.1860 -0.6221
C9 -4.3521 -3.4971 -0.8457
C10 -4.0456 -4.1142 -2.2087
C11 -2.2672 -2.1135 -0.4755
S3 -1.5543 -0.5907 -0.1798
N6 -1.6599 -3.3259 -0.3770
C12 -0.3318 -3.4036 -0.6281
O1 0.4287 -2.4607 -1.0092
C13 0.2967 -4.7374 -0.4860
C14 1.6891 -4.8450 -0.4860
C15 2.2840 -6.1086 -0.3685
C16 1.5448 -7.2632 -0.2385
C17 0.1610 -7.0953 -0.2033
C18 -0.4463 -5.8668 -0.2535
H7 -5.8548 0.1692 0.2024
H8 -4.9084 -0.9905 1.1287
H9 -6.3040 -1.5479 0.1741
H10 -3.7289 -0.1924 -0.9767
H11 -5.0154 -1.1272 -1.9088
H12 -5.3915 -3.3023 -0.7855
H13 -4.1120 -4.1409 -0.0035
H14 -4.0855 -3.3360 -2.9883
H15 -4.7744 -4.8816 -2.4070
H16 -3.0465 -4.5830 -2.1955
H17 2.2158 -3.8987 -0.6145
H18 3.3713 -6.1447 -0.2762
H19 1.9931 -8.2616 -0.0104
H20 -0.5594 -7.9203 -0.0572
H21 -1.5371 -5.8079 -0.0944
O2 0.2711 6.0217 5.1159
C19 0.2597 6.6012 3.8664
O3 0.4669 7.8093 3.8042
C20 0.0861 5.6598 2.6505
C21 -0.5579 4.3970 2.6544
C22 -0.8474 3.8112 1.4427
C23 -0.1991 4.2145 0.2119
C24 0.4232 5.5207 0.2793
C25 0.5416 6.1931 1.4357
N7 -0.1382 3.3258 -0.7833
C26 0.4807 3.4262 -1.9178
C27 0.7749 2.3139 -2.7675
C28 1.2246 2.5798 -4.1220
C29 1.0776 1.5762 -5.0613
C30 0.4653 0.3624 -4.6546
C31 0.4225 0.1257 -3.2908
N8 0.5770 1.0537 -2.3529
H22 0.2865 5.0481 5.0853
H23 -0.9283 3.9082 3.5326
H24 -1.3535 2.8372 1.3655
H25 0.8789 5.8010 -0.6729
H26 0.8481 7.2327 1.4514
H27 0.6733 4.4593 -2.2844
H28 1.5383 3.5519 -4.3933
H29 1.3403 1.7504 -6.0989
H30 0.1165 -0.4044 -5.3349
H31 0.1771 -0.8243 -2.8718
O4 3.3191 0.1098 -2.1427
N9 3.5637 -1.0780 -1.7147
O5 2.9390 -1.4732 -0.6889

## Properties
Largest force on an atom   3.265 eV/A
Spin multiplicity   2
Charge   -1
LUMO energy (spin up / spin down)   1.9 / 1.9 eV
Frontier orbital gap (spin up / spin down)   0.170 / 0.249 Eh
HOMO energy (spin up / spin down)   -0.1002 / -0.1795 Eh
⟨S²⟩   0.7829

Mulliken atomic charge list, values in e, 4 entries:
1 Hg 1.73
2 N -0.18
3 C 0.28
4 N 0.03

***

Entry from the Open Molecules 2025 dataset: a cluster of 2 separate species, C31H31N2O in total at a distorted geometry (ωB97M-V/def2-TZVPD).

Element x y z (Å)
C1 -2.8889 4.7831 -3.4817
C2 -2.3327 3.6194 -2.6914
C3 -2.5288 2.3130 -3.1825
C4 -2.0429 1.2185 -2.4837
C5 -1.4801 1.3615 -1.1808
C6 -1.2437 0.1425 -0.4473
C7 -1.1431 0.1258 0.9949
C8 -1.7089 1.1629 1.8219
C9 -1.8838 1.0252 3.2133
C10 -1.3233 -0.1146 3.8106
O1 -1.2890 -0.3006 5.1806
C11 -2.3516 0.0033 6.0406
C12 -2.9338 -1.0887 6.6942
C13 -4.0621 -0.8791 7.4913
C14 -4.5525 0.4118 7.6811
C15 -3.9116 1.5016 7.0884
C16 -2.7538 1.3138 6.3060
C17 -0.7469 -1.1622 3.0288
C18 -0.6229 -1.0268 1.6567
C19 -1.2166 2.7001 -0.7176
C20 -1.7027 3.7985 -1.4472
H1 -2.9403 5.6866 -2.8654
H2 -2.2715 4.9864 -4.3703
H3 -3.9037 4.5566 -3.8365
H4 -3.0961 2.1779 -4.1123
H5 -2.0710 0.2079 -2.9240
H6 -1.6769 -0.8072 -0.9213
H7 -2.0658 2.0748 1.3402
H8 -2.5001 1.7509 3.8034
H9 -2.5006 -2.0815 6.5386
H10 -4.5370 -1.7461 7.9599
H11 -5.4340 0.5662 8.2990
H12 -4.2903 2.5177 7.2331
H13 -2.1787 2.1582 5.9140
H14 -0.4707 -2.0984 3.5315
H15 -0.1062 -1.8042 1.0523
H16 -0.6099 2.8890 0.1783
H17 -1.6160 4.8152 -1.0396
C21 4.8569 0.2132 -3.3365
C22 3.4574 0.7837 -3.0841
C23 2.5072 -0.2178 -2.4943
C24 2.8079 -1.6038 -2.5421
N1 3.9328 -2.0533 -3.1642
C25 4.8329 -1.2049 -3.8789
C26 4.2487 -3.4388 -3.3302
C27 3.6595 -4.3075 -2.2306
C28 2.1994 -3.9721 -1.9032
C29 1.8979 -2.5002 -1.9298
C30 0.7756 -1.9652 -1.2687
N2 0.5033 -0.6422 -1.1947
C31 1.3652 0.2103 -1.7908
H18 5.4332 0.8577 -4.0087
H19 5.4020 0.2200 -2.3895
H20 3.5424 1.6538 -2.4141
H21 3.0548 1.2026 -4.0265
H22 4.6201 -1.1807 -4.9637
H23 5.8322 -1.6412 -3.7734
H24 3.9357 -3.8274 -4.3182
H25 5.3408 -3.5210 -3.3049
H26 3.7760 -5.3636 -2.5024
H27 4.2594 -4.1787 -1.3253
H28 1.5467 -4.5210 -2.6096
H29 1.9542 -4.3937 -0.9146
H30 0.0844 -2.6547 -0.7591
H31 1.1621 1.2875 -1.6985

## Properties
Largest force on an atom   2.224 eV/A
Spin multiplicity   1
Charge   +1
LUMO energy   -3.6 eV
Frontier orbital gap   0.270 Eh
HOMO energy   -0.4009 Eh

Mulliken atomic charge list, values in e, 4 entries:
1 C -1.45
2 C 1.08
3 C -0.89
4 C -0.57